Version i
Here is a molecular structure, C4H10N2O2 from OMol25. Energies are from ωB97M-V/def2-TZVPD.

Each line ends with the Löwdin charge.
Cartesian coordinates (Å):
O -1.93 -1.51 1.08  0.23
C -2.20 -0.45 0.52  -0.38
O -3.05 0.45 1.25  0.06
C -0.55 0.39 0.52  -0.18
C 0.31 -0.31 -0.48  -0.13
C 1.88 -0.38 -0.35  -0.38
N 2.25 -0.88 -1.69  0.04
N -0.89 1.71 0.35  0.29
H -0.25 0.07 1.54  0.19
H 0.17 0.11 -1.47  0.13
H -0.01 -1.34 -0.43  0.13
H 2.16 0.52 0.30  0.15
H 2.33 0.33 -1.33  0.16
H 3.27 -0.89 -1.79  0.08
H 2.12 -1.19 0.34  0.12
H -2.71 -0.38 -0.48  0.23
H -2.63 1.33 1.38  0.10
H -0.26 2.42 0.74  0.15

HOMO energy (spin up / spin down) = -14.0 / -14.0 eV
gap between HOMO and LUMO (spin up / spin down) = 0.201 / 0.188 Ha
multiplicity = 2
charge = +1
molecular weight = 118.1 g/mol

Version ii
Here is 2 unconnected molecules or ions with the total composition C4H10N2O2 from OMol25. Energies are from ωB97M-V/def2-TZVPD.

Each line ends with the Löwdin charge.
Cartesian coordinates (Å):
C -2.20 0.55 0.54  0.07
C -2.61 -0.87 0.27  -0.38
O -3.67 -1.39 0.58  0.38
N -1.70 -1.58 -0.49  0.24
H -1.98 -2.56 -0.64  0.15
H -0.84 -1.27 -0.96  0.13
H -2.43 0.90 1.55  0.12
H -2.74 1.23 -0.11  0.13
H -1.12 0.61 0.44  0.07
C 2.98 1.02 -0.65  0.02
C 1.65 0.37 -0.39  -0.57
O 0.78 0.39 -1.25  0.01
N 1.34 -0.17 0.82  0.15
H 2.69 1.93 -1.17  0.10
H 3.51 0.41 -1.37  0.10
H 0.75 -0.95 1.08  0.10
H 1.99 0.06 1.56  0.11
H 3.60 1.32 0.19  0.08

HOMO energy (spin up / spin down) = -13.7 / -13.7 eV
gap between HOMO and LUMO (spin up / spin down) = 0.350 / 0.163 Ha
multiplicity = 2
charge = +1
molecular weight = 118.1 g/mol

Version iii
Here is 2 unconnected molecules or ions with the total composition C4H10N2O2 from OMol25. Energies are from ωB97M-V/def2-TZVPD.

Each line ends with the Löwdin charge.
Cartesian coordinates (Å):
C -0.54 -1.67 1.96  0.00
C 0.44 -0.53 1.83  -0.56
O 1.10 -0.36 0.80  -0.01
N 0.54 0.35 2.85  0.17
H 1.40 0.87 2.85  0.12
H -0.16 0.49 3.56  0.11
H -0.58 -2.07 2.97  0.09
H -0.27 -2.35 1.16  0.08
H -1.54 -1.31 1.73  0.08
C 1.05 0.63 -1.69  0.07
C -0.44 0.68 -1.94  -0.41
O -1.04 1.63 -1.46  0.37
N -1.09 -0.35 -2.52  0.26
H -2.05 -0.40 -2.21  0.14
H -0.63 -1.24 -2.31  0.15
H 1.34 1.15 -2.62  0.14
H 1.40 -0.39 -1.64  0.11
H 1.36 1.20 -0.86  0.09

HOMO energy (spin up / spin down) = -13.5 / -13.5 eV
gap between HOMO and LUMO (spin up / spin down) = 0.342 / 0.168 Ha
multiplicity = 2
charge = +1
molecular weight = 118.1 g/mol

The structure with the most favorable energy is version iii; the runner-up is 9.3 kJ/mol above it.

Version i
Here is 2 unconnected molecules or ions with the total composition C3H10N3S from OMol25. Energies are from ωB97M-V/def2-TZVPD.

Each line ends with the Löwdin charge.
Cartesian coordinates (Å):
C 1.50 -1.70 0.17  -0.06
C -2.61 0.17 -0.02  -0.33
C 0.12 0.27 -0.30  -0.64
N 2.47 0.33 -0.24  0.20
N 0.00 1.59 -0.51  0.16
N 1.38 -0.28 -0.10  -0.30
S -1.20 -0.83 -0.56  1.00
H 2.53 -1.87 0.51  0.11
H 1.34 -2.26 -0.75  0.11
H 0.80 -2.03 0.93  0.07
H -2.86 0.95 -0.75  0.05
H -2.40 0.58 0.96  0.05
H -3.45 -0.52 0.04  0.06
H 0.19 0.07 2.09  0.19
H 2.41 1.29 -0.58  0.09
H -0.89 1.98 -0.77  0.11
H 0.67 2.25 -0.13  0.13

HOMO energy (spin up / spin down) = -12.8 / -14.4 eV
gap between HOMO and LUMO (spin up / spin down) = 0.288 / 0.323 Ha
charge = +1
molecular weight = 120.2 g/mol

Version ii
Here is 2 unconnected molecules or ions with the total composition C3H10N3S from OMol25. Energies are from ωB97M-V/def2-TZVPD.

Each line ends with the Löwdin charge.
Cartesian coordinates (Å):
C 0.65 1.51 0.06  -0.43
C 0.90 -2.22 0.14  -0.03
C 1.11 -0.79 0.20  -0.11
N -0.37 2.22 0.61  0.18
N 1.78 1.73 -0.45  0.19
N 0.19 0.06 0.00  0.13
S -2.90 -0.97 -0.52  0.64
H 1.59 -2.55 -0.72  0.14
H 1.06 -2.71 1.13  0.12
H -0.17 -2.50 -0.12  0.09
H 2.16 -0.51 0.30  0.15
H -0.23 3.22 0.74  0.14
H -0.97 1.67 1.15  0.07
H 2.16 2.61 -0.36  0.05
H -3.18 0.25 -0.21  -0.21
H -0.87 -0.21 -0.11  0.05
H -2.92 -0.81 -1.82  -0.17

HOMO energy = -14.2 eV
gap between HOMO and LUMO = 0.368 Ha
charge = +1
molecular weight = 120.2 g/mol

Version iii
Here is a molecular structure, C3H10N3S from OMol25. Energies are from ωB97M-V/def2-TZVPD.

Each line ends with the Löwdin charge.
Cartesian coordinates (Å):
C 0.06 -0.37 1.02  -0.19
C -1.75 0.98 -0.07  -0.08
C 1.51 -2.01 -0.35  -0.15
N -0.42 0.70 0.11  -0.28
N 1.36 -0.98 0.63  -0.14
N 0.53 1.73 0.02  -0.26
S 2.19 0.98 -0.05  0.91
H 0.13 0.22 1.93  0.13
H -0.69 -1.14 1.07  0.14
H -2.00 1.33 -1.14  0.13
H -2.34 0.12 -0.04  0.09
H -2.11 1.80 0.50  0.09
H 1.68 -2.89 0.22  0.08
H 0.68 -2.32 -0.95  0.08
H 2.44 -2.02 -1.03  0.13
H 0.48 2.05 -0.98  0.15
H 0.45 2.57 0.68  0.19

HOMO energy = -13.9 eV
gap between HOMO and LUMO = 0.309 Ha
charge = +1
molecular weight = 120.2 g/mol

The structure with the most favorable energy is version ii; the runner-up is 391.5 kJ/mol above it.

Version i
Here is a single C3H2N2OS molecule from OMol25. Energies are from ωB97M-V/def2-TZVPD.

Each line ends with the Löwdin charge.
Cartesian coordinates (Å):
C -0.67 0.81 0.03  -0.45
C -1.56 -1.15 0.01  -0.14
C 0.44 -0.24 -0.01  -0.72
H -1.40 2.57 -0.02  0.06
H -2.24 -1.96 0.18  0.14
N -0.51 2.09 0.02  0.19
N -1.83 0.10 -0.06  0.12
O -0.26 -1.44 0.00  -0.01
S 2.05 -0.06 0.00  0.80

structure (SMILES) = [H]/N=C1\N=COC1=S
HOMO energy = -9.5 eV
gap between HOMO and LUMO = 0.291 Ha
molecular weight = 114.1 g/mol

Version ii
Here is a molecular structure, C3H2N2OS from OMol25. Energies are from ωB97M-V/def2-TZVPD.

Each line ends with the Löwdin charge.
Cartesian coordinates (Å):
C 0.61 0.24 1.18  -0.48
C -0.42 -0.23 0.14  -0.46
C -1.08 -1.06 -1.61  -0.14
H 0.40 -0.24 2.38  0.15
H -0.90 -1.54 -2.64  0.16
N -1.71 -0.27 0.26  0.09
N -2.16 -0.85 -0.93  0.06
O 0.22 -0.72 -1.01  0.04
S 1.94 1.35 0.92  0.59

HOMO energy = -9.5 eV
gap between HOMO and LUMO = 0.291 Ha
molecular weight = 114.1 g/mol

The structure with the most favorable energy is version i; the runner-up is 222.9 kJ/mol above it.

Version i
Here is a single C3H2N2OS molecule from OMol25. Energies are from ωB97M-V/def2-TZVPD.

Each line ends with the Löwdin charge.
Cartesian coordinates (Å):
C 1.04 -0.09 0.08  -0.83
C 0.33 1.17 0.07  -0.16
C -0.90 -1.17 -0.06  -0.19
H 0.82 2.18 -0.01  0.14
H -1.75 -1.94 0.02  0.17
N -0.98 1.24 -0.01  0.11
N 0.35 -1.32 0.08  0.09
O -1.57 -0.01 -0.10  -0.05
S 2.66 -0.06 -0.06  0.72

structure (SMILES) = S=c1cnocn1
HOMO energy = -9.1 eV
gap between HOMO and LUMO = 0.291 Ha
molecular weight = 114.1 g/mol

Version ii
Here is a single C3H2N2OS molecule from OMol25. Energies are from ωB97M-V/def2-TZVPD.

Each line ends with the Löwdin charge.
Cartesian coordinates (Å):
C -1.22 0.12 0.01  -0.80
C 1.34 -0.09 0.18  -0.61
C 0.83 1.33 -0.08  -0.08
H -2.83 -0.85 0.29  0.02
H 1.43 2.17 -0.07  0.10
N -2.53 0.11 0.20  0.11
N -0.49 1.47 -0.13  0.09
O 2.46 -0.34 0.13  0.12
S -0.17 -1.11 -0.15  1.04

structure (SMILES) = [H]/N=C1/N=CC(=O)S1
HOMO energy = -10.1 eV
gap between HOMO and LUMO = 0.324 Ha
molecular weight = 114.1 g/mol

Version iii
Here is a single C3H2N2OS molecule from OMol25. Energies are from ωB97M-V/def2-TZVPD.

Each line ends with the Löwdin charge.
Cartesian coordinates (Å):
C -1.02 0.71 0.14  -0.06
C -0.41 -0.55 0.09  -0.22
C -0.58 2.08 -0.21  -0.19
N -0.79 3.14 -0.67  0.13
N 0.70 -0.96 -0.55  -0.31
O 2.66 -2.23 0.51  -0.50
S 2.19 -1.39 -0.62  0.97
H -1.72 0.57 0.88  0.06
H -1.03 -1.38 0.43  0.11

HOMO energy (spin up / spin down) = -9.7 / -9.7 eV
gap between HOMO and LUMO (spin up / spin down) = 0.284 / 0.284 Ha
molecular weight = 114.1 g/mol

The structure with the most favorable energy is version ii; the runner-up is 100.9 kJ/mol above it.

Version i
Here is 2 unconnected molecules or ions with the total composition C2H3N4 from OMol25. Energies are from ωB97M-V/def2-TZVPD.

Each line ends with the Löwdin charge.
Cartesian coordinates (Å):
C -2.06 0.85 -0.05  -0.17
C -1.48 -0.35 -0.41  0.27
N -2.66 1.82 0.22  0.33
N 2.48 0.99 -0.46  0.18
N 0.95 -0.08 0.85  0.22
N 1.61 0.63 0.27  -0.26
H -1.27 -1.20 0.37  0.15
H -1.24 -0.48 -1.50  0.14
H 2.93 1.92 -0.39  0.14

HOMO energy (spin up / spin down) = -15.0 / -15.0 eV
gap between HOMO and LUMO (spin up / spin down) = 0.212 / 0.211 Ha
charge = +1
molecular weight = 83.1 g/mol

Version ii
Here is a gas-phase ion, C2H3N4 (charge +1) from OMol25. Energies are from ωB97M-V/def2-TZVPD.

Each line ends with the Löwdin charge.
Cartesian coordinates (Å):
C 0.80 -0.60 0.42  -0.02
C -0.24 0.45 0.70  -0.05
N -0.25 -1.35 -0.47  0.17
N 0.66 -0.33 -1.00  0.10
N -1.18 -0.25 -0.07  0.12
N -0.33 0.65 -0.75  0.09
H 1.61 -1.18 0.94  0.18
H -0.43 1.09 1.49  0.15
H -0.65 1.52 -1.26  0.26

structure (SMILES) = [C@@H]12[C@H]3N4N1[N@@H+]2N34
HOMO energy = -16.1 eV
gap between HOMO and LUMO = 0.425 Ha
charge = +1
molecular weight = 83.1 g/mol

The structure with the most favorable energy is version i; the runner-up is 256.0 kJ/mol above it.

Version i
Here is a gas-phase ion, C2H3N4 (charge +1) from OMol25. Energies are from ωB97M-V/def2-TZVPD.

Each line ends with the Löwdin charge.
Cartesian coordinates (Å):
C -2.45 -0.02 -1.61  0.03
C -0.99 0.28 -0.01  -0.12
N -2.18 0.34 -0.39  0.17
N -1.46 0.03 -2.45  0.03
N -0.38 -0.27 -1.91  0.15
N -0.25 0.21 1.02  0.25
H 0.46 -0.38 -2.49  0.14
H -0.60 0.34 1.97  0.18
H 0.74 0.00 0.92  0.16

HOMO energy (spin up / spin down) = -15.2 / -14.6 eV
gap between HOMO and LUMO (spin up / spin down) = 0.293 / 0.297 Ha
charge = +1
molecular weight = 83.1 g/mol

Version ii
Here is a molecular structure, C2H3N4 from OMol25. Energies are from ωB97M-V/def2-TZVPD.

Each line ends with the Löwdin charge.
Cartesian coordinates (Å):
C 1.94 -0.52 -0.52  0.14
C 1.03 1.08 0.21  -0.07
N 2.27 0.68 -0.11  0.19
N 0.75 -1.08 -0.35  0.11
N 0.23 0.04 -0.11  0.02
N -2.27 -0.50 -0.09  0.41
H 0.63 2.01 0.43  0.12
H -2.09 -1.47 -0.29  0.06
H -2.49 -0.24 0.83  0.03

HOMO energy (spin up / spin down) = -16.2 / -16.2 eV
gap between HOMO and LUMO (spin up / spin down) = 0.246 / 0.245 Ha
charge = +1
molecular weight = 83.1 g/mol

The structure with the most favorable energy is version i; the runner-up is 466.0 kJ/mol above it.